Density functional theory data (the ωB97M-V functional and the def2-TZVPD basis) for 4 unconnected molecules or ions with the total composition C5H18NO4 at a distorted geometry.

```
28
Properties=species:S:1:pos:R:3:mulliken_charge:R:1
C -0.7833 0.5857 -2.0933 -0.8081
O 0.3929 1.3691 -2.1871 -0.6421
C -1.3299 -0.1406 -0.7932 -0.0621
C -1.1034 1.0290 0.3724 0.5171
C 0.3232 1.6375 0.6930 -1.1268
C -1.6173 0.4991 1.7412 -1.6457
N -0.5176 -1.3139 -0.6067 -0.5662
H -1.5594 1.3342 -2.5658 0.3379
H -0.7283 -0.3394 -2.8067 0.3392
H -2.3916 -0.1981 -0.9735 0.3243
H -1.7512 1.7804 -0.0231 0.4164
H 0.3309 2.7449 0.8638 0.2446
H 0.7382 1.2857 1.6385 0.3079
H 1.0347 1.4406 -0.0779 0.2744
H -2.7001 0.2357 1.5701 0.3576
H -1.3662 1.1997 2.5202 0.4563
H -1.2351 -0.5359 1.9821 0.3142
H -0.5517 -1.7902 0.3217 0.3003
H 0.4084 -1.1447 -0.9646 0.1255
H 3.4319 -1.2277 0.6103 0.2074
H 2.3242 -0.8180 -0.6761 0.4480
O 2.6145 -1.4911 0.2244 -0.7514
H 0.4553 -1.0030 2.8491 0.3528
H 0.5745 -2.2899 2.1008 0.3386
O -0.0418 -1.8446 2.7107 -0.7417
H 1.6100 -1.2385 -2.4356 0.2590
H 1.3075 0.7763 -1.9487 0.4071
O 2.1309 -0.5422 -2.0461 -0.9846
```

Energy above the lowest of the compared OMol25 structures with the same formula, charge and spin (kJ/mol): 139.6
Frontier orbital gap (eV): 8.405
M (g mol⁻¹): 156.20
Total charge: -1
LUMO level (eV): 3.50
Maximum force (hartree/bohr): 0.110

***

Density functional theory data (the ωB97M-V functional and the def2-TZVPD basis) for 4 unconnected molecules or ions with the total composition C5H18NO5 at a distorted geometry.

```
29
Properties=species:S:1:pos:R:3:mulliken_charge:R:1
C -1.3643 -0.6946 1.9955 -1.0154
N -0.4954 0.2830 1.3391 -0.2392
C -0.5811 0.3430 -0.1176 0.2446
C -0.4481 -1.0301 -0.7297 -1.0106
C -0.2596 -1.0595 -2.3457 -0.1404
O -1.4272 -0.7121 -2.9345 -0.7850
C -2.0669 0.9977 -0.2632 -0.3091
O -2.3765 1.2774 -1.5398 -0.7241
H -1.3199 -0.4793 3.0669 0.3732
H -2.4431 -0.5242 1.5992 0.3372
H -1.2643 -1.7415 1.7916 0.2908
H 0.4933 -0.0235 1.6102 0.1032
H 0.1880 1.1514 -0.2326 -0.0938
H 0.3524 -1.4694 -0.2957 0.6866
H -1.4367 -1.4974 -0.6416 0.3140
H 0.7214 -0.4266 -2.5264 -0.0242
H 0.0642 -2.2098 -2.5363 0.1493
H -2.7628 0.1829 0.2123 0.0283
H -2.1980 1.8564 0.4061 0.4212
H -1.9655 0.3850 -2.2392 0.3948
H 1.8799 2.4727 0.8941 0.3028
H 1.7310 1.7147 2.0860 0.3701
O 1.8359 2.6539 1.7456 -0.6085
H 2.0251 0.6127 -1.4779 0.3159
H 2.5027 -0.7257 -1.5343 0.3584
O 2.6493 0.0976 -1.0265 -0.6406
H 2.0784 -0.1810 0.6386 0.3087
H 3.0608 -1.0708 1.6822 0.2820
O 2.8268 -0.1829 1.3736 -0.6907
```

Energy above the lowest of the compared OMol25 structures with the same formula, charge and spin (kJ/mol): 368.0
Frontier orbital gap (eV): 7.310
M (g mol⁻¹): 172.20
Total charge: -1
LUMO level (eV): 3.02
Maximum force (hartree/bohr): 0.131

***

Density functional theory data (the ωB97M-V functional and the def2-TZVPD basis) for 4 unconnected molecules or ions with the total composition C5H18NO5 at a distorted geometry.

```
29
Properties=species:S:1:pos:R:3:mulliken_charge:R:1
O -0.1483 2.4742 -0.6798 -0.6142
C -0.8064 1.6806 -0.0702 0.5684
O -1.4956 1.9527 1.0219 -0.4175
C -1.0102 0.2096 -0.4824 -0.3899
C -0.3389 -0.8918 0.5242 0.6147
C -1.2237 -0.9996 1.7065 -1.1285
C 1.0543 -0.3795 0.8760 -1.5215
N -0.7047 -0.1381 -1.8693 -0.1139
H -1.1292 2.7217 1.4912 0.4182
H -2.0678 0.1161 -0.3325 0.4407
H -0.1357 -1.7808 -0.0369 0.4162
H -2.0972 -1.6427 1.6076 0.4000
H -1.5925 -0.0556 2.1027 0.3702
H -0.6031 -1.2228 2.6479 0.2517
H 1.0051 0.5396 1.4605 0.4136
H 1.8363 -0.2748 0.1121 0.2707
H 1.5154 -1.1542 1.5138 0.4673
H -1.5514 -0.2683 -2.4269 0.4584
H 0.0568 -0.8182 -2.1406 0.2015
H -0.3264 0.7153 -2.4170 0.4825
H 2.0737 -1.3978 -2.9739 0.3488
H 1.2940 -2.6090 -2.4032 0.3545
O 1.2041 -1.8192 -2.9511 -0.7028
H 0.0742 -0.2583 4.5858 0.3977
H 1.4085 -0.5198 3.8735 0.4097
O 0.6218 0.0644 3.8437 -0.4546
H 1.3177 1.9155 -3.6237 0.3112
H 0.7089 2.2766 -2.1982 0.3979
O 1.0602 1.5642 -2.7617 -0.6508
```

Energy above the lowest of the compared OMol25 structures with the same formula, charge and spin (kJ/mol): 0.0
Frontier orbital gap (spin up / spin down) (eV): 12.468 / 4.492
M (g mol⁻¹): 172.20
Total charge: +2
LUMO level (spin up / spin down) (eV): -6.11 / -13.92
Spin multiplicity: 2
Maximum force (hartree/bohr): 0.048
⟨S²⟩: 0.76

***

Density functional theory data (the ωB97M-V functional and the def2-TZVPD basis) for 2 unconnected molecules or ions with the total composition C5H18Si3 at a distorted geometry.

```
26
Properties=species:S:1:pos:R:3:mulliken_charge:R:1
C -2.2532 0.4823 0.9472 -1.5835
C -1.3307 0.2868 -1.3652 -1.5953
C 1.6602 -0.6145 -0.9084 -0.6448
C 0.2569 0.4993 0.4723 -0.9338
C -1.1616 -0.0571 0.0721 1.1338
Si 3.2259 -0.7973 0.1819 0.4799
Si 0.4788 2.3591 0.2073 0.4078
Si -1.2479 -2.0511 0.2399 0.5166
H -3.1035 -0.2696 0.9377 0.3968
H -2.5651 1.4446 0.5542 0.3630
H -2.0066 0.3943 2.0594 0.3491
H -2.0846 -0.3402 -1.8379 0.4985
H -1.5303 1.3843 -1.4003 0.3118
H -0.2895 0.3121 -1.7736 0.2974
H 1.7737 0.0144 -1.7711 0.4694
H 0.9965 -1.4395 -0.9122 0.1772
H 0.4759 0.1624 1.5110 0.5655
H 2.7735 -1.6153 1.1980 -0.1470
H 3.7860 0.2773 1.0732 -0.1187
H 4.3255 -1.2470 -0.6965 -0.1823
H 1.5500 2.7188 1.2128 -0.1554
H -0.7326 3.1782 0.2361 -0.1398
H 0.6126 2.5751 -1.3620 -0.0856
H -2.7043 -2.5451 0.3147 -0.1611
H -0.3492 -2.1036 1.5064 -0.0998
H -0.5562 -3.0086 -0.6970 -0.1197
```

Energy above the lowest of the compared OMol25 structures with the same formula, charge and spin (kJ/mol): 324.1
Frontier orbital gap (eV): 9.331
M (g mol⁻¹): 162.46
Total charge: 0
LUMO level (eV): 0.36
Maximum force (hartree/bohr): 0.090

***

Density functional theory data (the ωB97M-V functional and the def2-TZVPD basis) for a molecular structure, C5H19AgMnN8O8 at a distorted geometry.

```
42
Properties=species:S:1:pos:R:3:mulliken_charge:R:1
Mn -1.1705 0.7765 -4.2666 1.3448
Ag 1.5914 3.9755 -1.2895 0.7309
O 1.0553 -0.1212 -0.7975 -0.4033
C 0.6244 0.6739 -1.7613 0.7414
O 1.0971 1.8248 -1.8526 -0.5658
O -0.3621 0.2562 -2.4656 -0.5792
H 1.8026 0.2653 -0.3259 0.2600
O 2.9470 3.7519 0.5325 -0.4833
H 3.4589 4.4207 1.0051 0.2663
H 3.0872 2.9390 1.0712 0.5436
C 3.7313 0.3117 2.0859 0.6222
O 3.3360 1.4893 2.0122 -0.7941
N 4.7916 -0.1461 1.3729 -0.3938
N 3.0495 -0.6394 2.7925 -0.3463
H 5.3020 0.4542 0.7504 0.2281
H 4.9033 -1.1426 1.3007 0.1872
H 3.2904 -1.6089 2.6951 0.1956
H 2.2339 -0.3015 3.2652 0.2375
C -1.1414 -3.7725 -1.9057 0.3988
O -1.1758 -4.9727 -1.9542 -0.5627
N -0.0082 -2.9923 -1.8421 -0.2888
N -2.2644 -2.9564 -1.9212 -0.3303
H 0.0151 -2.0043 -1.7079 0.2282
H 0.8847 -3.4515 -1.8982 0.1903
H -2.1657 -2.0001 -1.6408 0.1319
H -3.1624 -3.4018 -1.9645 0.2303
C 0.5122 1.5289 4.3064 0.8162
O 1.1384 2.6298 4.0457 -0.2111
N 0.3520 0.5430 3.4010 -0.3758
N -0.0822 1.4133 5.4999 -0.2575
H 0.7668 0.6080 2.4817 0.2215
H -0.1291 -0.2808 3.7294 0.2007
H -0.5098 0.5442 5.7969 0.2380
H 0.0158 2.1433 6.1985 0.3111
C -4.2578 0.0927 -3.3971 0.6410
O -3.0488 0.5060 -3.3722 -0.5963
N -5.3017 0.8868 -3.1442 -0.3625
N -4.5014 -1.2335 -3.4812 -0.3285
H -6.2417 0.5461 -3.2606 0.2077
H -5.1818 1.8273 -2.8088 0.2472
H -5.4559 -1.5380 -3.3757 0.1877
H -3.8260 -1.8448 -3.9095 0.2711
```

Energy above the lowest of the compared OMol25 structures with the same formula, charge and spin (kJ/mol): 0.0
Frontier orbital gap (spin up / spin down) (eV): 5.615 / 2.975
M (g mol⁻¹): 482.06
Total charge: +3
LUMO level (spin up / spin down) (eV): -10.47 / -13.11
Spin multiplicity: 7
Maximum force (hartree/bohr): 0.052
⟨S²⟩: 12.02

***

Density functional theory data (the ωB97M-V functional and the def2-TZVPD basis) for a molecular structure, C5H19N2Ti at a distorted geometry.

```
27
Properties=species:S:1:pos:R:3:mulliken_charge:R:1
C -1.9270 1.0178 -0.9720 -0.7534
Ti -0.5778 -0.0627 0.1417 -2.6955
N 1.4507 0.3068 0.8622 0.8333
N 0.4166 -1.1290 -1.4694 0.5514
H 1.8625 -0.5172 1.3138 0.1646
H -1.2422 1.3561 0.2360 0.1114
H -2.9436 1.3370 -0.7521 0.3643
H -1.9637 -0.0848 -1.2125 -0.1082
H -1.4871 1.5931 -1.7928 0.3141
H 0.7764 -2.0402 -1.1502 0.0947
H 1.2135 -0.6279 -1.8766 0.0726
H -0.2047 -1.3487 -2.2539 0.1619
H 2.0996 0.5730 0.1087 -0.1441
H 1.5232 1.0580 1.5601 0.2427
C -3.2232 -1.7627 2.2530 -1.6917
C -2.0421 -1.0467 1.5554 1.4574
C -1.2864 -0.1104 2.5132 -1.0635
C -1.1172 -2.0133 0.8191 -1.0709
H -2.8461 -2.5271 2.9431 0.3261
H -3.8590 -2.2506 1.5055 0.4035
H -3.8316 -1.0424 2.8095 0.4177
H -2.5408 -0.3833 0.7957 -0.1909
H -0.7056 -0.6841 3.2542 0.2982
H -0.5886 0.6397 2.0011 0.0264
H -2.0307 0.5097 3.0373 0.4149
H -1.6201 -2.6891 0.1141 0.2636
H -0.3765 -2.5196 1.4606 0.1993
```

Frontier orbital gap (spin up / spin down) (eV): 2.829 / 4.354
M (g mol⁻¹): 155.09
Total charge: -1
LUMO level (spin up / spin down) (eV): 2.96 / 3.09
Spin multiplicity: 3
Maximum force (hartree/bohr): 0.066
⟨S²⟩: 2.06